A) Entry from the Open Molecules 2025 dataset: a 3-piece molecular cluster, C2H5N2O overall (ωB97M-V/def2-TZVPD).

Geometry (Å):
O1 -0.38 1.54 0.22
N1 -1.49 0.85 0.51
N2 -0.08 -0.38 -0.48
C1 -1.33 -0.38 -0.10
C2 0.51 0.77 -0.20
H1 2.70 1.23 -0.06
H2 3.11 2.10 -0.30
H3 0.42 -1.13 -1.03
H4 1.49 1.32 -0.27
H5 -2.22 -0.89 -0.32

frontier orbital gap	0.4258	Eh
M	73.07	g mol⁻¹
HOMO	-16.628	eV
net charge	+1
lowest unoccupied orbital energy	-5.041	eV
spin multiplicity	1


B) Entry from the Open Molecules 2025 dataset: an isolated ion of composition C2H5N2O and charge +1 (ωB97M-V/def2-TZVPD).

Geometry (Å):
O1 -0.21 0.51 -3.06
N1 0.53 0.43 0.43
N2 -1.31 -0.09 -1.03
C1 0.04 -0.46 -0.70
C2 -0.47 0.16 -1.99
H1 -2.18 -0.57 -1.22
H2 0.36 -1.52 -0.55
H3 1.53 0.62 0.34
H4 0.33 0.08 1.43
H5 -0.19 1.21 0.30

frontier orbital gap	0.4005	Eh
M	73.07	g mol⁻¹
HOMO	-14.994	eV
SMILES	[NH3+][C@H]1NC1=O
net charge	+1
lowest unoccupied orbital energy	-4.094	eV
spin multiplicity	1


Least stable structure among those shown: A).